Below is a 2-piece molecular cluster, C5H7NO4 overall at a distorted geometry, with properties calculated with ωB97M-V/def2-TZVPD.

Each line ends with the Mulliken charge.
Cartesian coordinates (Å):
H  -3.425  -0.620  -0.169  0.3414
C  0.376  1.261  1.600  0.5588
H  0.655  -2.481  2.640  0.3599
N  -1.611  -0.741  0.767  -0.1364
C  -0.791  -0.953  1.928  0.2186
C  -2.955  -0.766  0.822  0.0023
H  -1.158  -0.553  -0.128  0.2592
C  0.041  0.232  2.390  -0.8147
O  0.881  -2.172  0.651  -0.5411
H  0.351  0.318  3.432  0.4122
H  -1.421  -1.284  2.763  0.3134
H  2.084  -0.507  -0.205  0.3438
O  0.311  2.309  1.094  -0.3684
O  -3.616  -0.979  1.830  -0.5697
O  2.380  0.478  -0.149  -0.6505
H  2.096  0.896  -0.976  0.3117
C  0.321  -1.959  1.723  -0.0404

Summary:
SMILES string: O=C=C[C@H](C=O)NC=O.O
Net charge: 0
LUMO energy, eV: 0.2
HOMO energy, eV: -9.26
E, Ha: -550.390238
Gap between HOMO and LUMO, eV: 9.5
Maximum force, eV/A: 2.57


Below is C22H15CuN6O8S4 as an isolated structure, with properties calculated with ωB97M-V/def2-TZVPD.

Each line ends with the Mulliken spin population.
Cartesian coordinates (Å):
O  -1.281  -2.425  -5.361  0.0000
C  3.224  1.367  3.147  0.0005
S  -3.172  1.493  -2.655  -0.0005
O  -4.326  0.638  -2.694  0.0000
C  -2.804  3.013  -0.651  -0.0013
C  -0.223  -0.150  -4.316  0.0038
N  -2.078  0.954  -1.558  0.0009
H  1.938  -1.041  3.684  0.0048
H  -0.230  -1.019  -3.674  -0.0017
N  0.940  -1.131  1.885  0.0713
H  -1.262  -3.735  3.903  0.0003
S  -0.961  1.562  0.807  0.0008
C  -0.371  -2.789  1.247  -0.0060
N  0.299  -2.273  2.249  0.0005
H  -3.868  5.954  0.588  0.0000
H  -1.425  -5.475  3.556  -0.0001
C  -0.266  2.078  -5.927  -0.0002
H  3.373  1.030  4.165  -0.0005
C  1.760  -0.603  2.706  0.0088
C  0.323  2.159  -4.681  0.0005
C  -3.561  3.000  -1.804  0.0001
H  0.743  3.083  -4.314  0.0001
C  -2.902  4.077  0.229  -0.0002
H  -1.319  0.879  -7.370  0.0000
H  3.950  3.851  0.976  0.0002
S  -0.467  -2.198  -0.355  0.1906
O  -2.527  1.791  -3.908  0.0001
C  -3.775  5.111  -0.084  -0.0001
H  0.169  -4.684  3.454  0.0002
C  0.898  1.151  -2.466  -0.0088
O  0.916  0.048  -1.825  0.0538
H  2.474  2.398  -0.447  -0.0002
S  -1.256  -4.265  1.552  0.0002
C  -0.801  -0.182  -5.573  -0.0003
C  -0.849  0.920  -6.401  0.0002
O  -0.847  3.184  -7.865  0.0000
H  -5.205  5.902  -1.474  0.0000
C  -4.435  4.014  -2.135  0.0000
C  -0.899  -4.558  3.293  0.0034
O  0.247  4.280  -6.375  0.0000
N  -1.396  -1.439  -6.058  0.0000
O  1.251  2.261  -2.071  0.0068
C  -4.534  5.083  -1.252  0.0000
C  3.790  2.543  2.680  -0.0006
H  -2.304  4.086  1.130  0.0002
C  2.738  2.135  0.572  -0.0001
O  -1.961  -1.420  -7.136  0.0000
N  2.215  0.996  1.013  0.0226
C  3.540  2.935  1.378  -0.0009
Cu  0.623  -0.225  0.081  0.6467
H  4.408  3.148  3.331  -0.0001
H  -5.016  3.978  -3.047  0.0000
C  -1.953  1.776  -0.553  -0.0006
C  2.436  0.623  2.282  -0.0068
C  0.341  1.034  -3.871  0.0118
N  -0.292  3.272  -6.786  0.0001

Summary:
Net charge: -1
LUMO energy (alpha / beta), eV: 1.5 / 1.5
HOMO energy (alpha / beta), eV: -5.62 / -5.53
E, Ha: -5011.022003
Gap between HOMO and LUMO (alpha / beta), eV: 7.1 / 7.0
Multiplicity: 2
Maximum force, eV/A: 0.25
<S²>: 0.754


Below is C4H5NaO7Rb as an isolated structure at a distorted geometry, with properties calculated with ωB97M-V/def2-TZVPD.

Each line ends with the Mulliken charge.
Cartesian coordinates (Å):
O  0.376  -3.535  2.260  -0.7378
O  -0.534  2.906  -3.268  -0.8820
C  0.524  -2.358  2.714  0.7129
Na  -2.636  3.192  -4.119  0.9762
H  -1.309  -1.953  3.012  0.2820
O  -0.191  2.147  -1.228  -0.2952
O  1.659  -1.903  3.042  -0.7333
C  -1.061  2.502  -2.200  0.8701
C  0.958  0.184  -0.442  -0.3560
H  1.537  0.457  -1.354  0.2393
O  0.731  -1.167  -0.302  -0.8844
H  -1.088  0.266  -1.108  0.2751
H  1.507  0.629  0.420  0.1532
C  -0.384  0.906  -0.552  -0.3616
Rb  3.494  -3.874  1.141  0.8840
H  -0.797  1.083  0.453  0.2043
O  -0.491  -1.902  3.520  -0.4719
O  -2.296  2.420  -1.989  -0.8749

Summary:
Net charge: -1
LUMO energy, eV: 1.0
HOMO energy, eV: -1.92
E, Ha: -868.522885
Gap between HOMO and LUMO, eV: 2.9
Maximum force, eV/A: 5.87


Below is an isolated ion of composition C5H8NO3S and charge -1 at a distorted geometry, with properties calculated with ωB97M-V/def2-TZVPD.

Each line ends with the Mulliken charge.
Cartesian coordinates (Å):
C  0.922  0.409  0.231  -0.3902
H  3.626  -0.096  0.041  0.2873
H  -0.770  -1.935  -0.002  0.1924
S  -3.521  0.170  -0.004  0.4873
H  3.235  -0.124  -1.568  0.2602
C  3.266  0.651  -0.752  -1.2046
O  -0.778  2.033  -0.305  -0.5492
H  1.250  -0.411  1.021  0.1652
H  1.540  1.772  -1.164  0.4225
O  -4.196  -0.556  1.054  -0.5716
H  -0.846  -1.552  1.618  0.4204
O  -3.622  -0.545  -1.277  -0.5741
C  -0.479  0.915  0.058  0.4177
H  -2.377  -1.740  0.904  0.5314
C  -1.411  -1.392  0.751  -1.1208
N  -1.681  0.034  0.732  -0.2785
H  3.989  1.399  -0.769  0.3780
C  1.853  0.967  -0.568  0.1266

Summary:
Net charge: -1
LUMO energy, eV: 3.1
HOMO energy, eV: -3.71
E, Ha: -873.946786
Gap between HOMO and LUMO, eV: 6.8
Maximum force, eV/A: 5.69


Below is a 10-piece molecular cluster, C29H62NO17P overall at a distorted geometry, with properties calculated with ωB97M-V/def2-TZVPD.

Each line ends with the Mulliken charge.
Cartesian coordinates (Å):
H  -2.634  -5.267  -5.045  0.2539
O  1.369  0.806  -1.960  -0.1917
O  -2.840  -2.718  -4.179  -0.0683
H  -3.365  -0.214  -2.373  -1.1462
H  -0.935  0.415  1.166  -0.2813
H  0.513  -2.157  -1.726  0.3149
H  -1.256  6.496  5.257  0.3600
O  1.496  2.590  5.045  -0.6377
H  0.254  -0.095  0.203  0.0544
H  1.281  0.139  -4.806  0.0528
H  3.382  -2.625  3.444  -0.0515
H  4.098  2.635  -2.507  0.3197
O  2.495  0.761  1.493  -0.4068
H  4.332  -0.300  -5.699  0.2966
H  2.378  -1.187  -4.036  0.0441
C  0.364  2.405  4.721  0.4172
H  -1.794  0.655  -4.777  0.3221
H  2.475  -4.268  3.877  0.3526
H  -2.247  5.181  5.756  0.2891
C  -1.561  5.464  4.933  -1.0353
H  -1.455  3.991  2.322  -0.0520
C  -3.544  -1.489  -4.071  0.4794
H  -4.818  -0.984  -2.635  0.6811
H  -4.093  1.711  -4.378  0.3217
C  2.296  -0.113  -4.484  0.4260
H  -0.879  -1.983  -2.384  -0.1799
H  -1.005  -1.006  0.733  -0.1611
H  2.851  0.702  -6.337  0.2617
H  -2.726  5.025  0.001  0.2647
C  -0.949  3.346  1.673  -0.3301
H  -1.148  0.267  -0.453  -0.3714
H  -1.333  -3.321  3.954  0.3206
H  -0.989  -4.868  -0.070  0.1814
O  4.294  -0.156  2.594  -0.3318
O  2.826  0.938  -3.702  -0.2877
C  -1.577  -4.631  -1.030  -0.8973
H  2.098  -3.282  6.179  0.2946
P  -3.670  -0.118  1.030  -0.0315
H  -2.716  3.257  -0.363  0.1263
H  -4.011  3.240  -3.412  0.3807
C  2.975  -2.744  5.553  -1.4334
H  -1.702  -2.964  2.101  0.1191
C  3.130  2.430  -2.005  -1.1136
C  -2.062  4.152  -0.441  -0.6998
O  -3.264  -1.382  0.469  -0.5175
H  -1.842  4.102  -1.568  0.2091
C  -1.377  1.385  -4.131  0.2472
H  3.217  2.372  -0.982  0.2053
H  -1.506  2.526  1.994  0.4560
H  -0.292  1.607  -4.389  0.1715
H  -3.777  -3.545  -6.078  0.2606
H  5.353  0.883  5.473  0.5276
O  -1.827  3.827  -4.384  -0.7184
O  1.080  -2.676  1.715  -0.5044
H  3.089  -0.524  -0.373  -0.2557
C  -0.420  -4.217  -2.035  0.6691
H  0.667  0.423  4.012  -0.1349
H  0.436  4.605  5.942  0.3865
C  -0.748  3.789  0.336  0.5171
O  -5.135  -0.100  1.274  -1.0299
O  1.224  -2.860  4.034  -0.2380
H  -1.085  -4.400  -4.980  0.3193
H  -1.434  -1.614  3.072  0.1297
H  3.950  -2.983  5.656  0.4936
O  -3.241  0.889  0.115  -0.2917
C  0.527  -2.786  2.873  0.6302
H  -3.529  1.815  -2.744  0.1977
H  0.250  4.890  4.120  0.3138
C  -1.023  -2.695  3.032  -0.6742
C  2.352  1.206  -2.564  0.7118
H  -1.588  0.907  -2.993  -0.4159
H  3.393  -2.007  0.557  0.1604
H  3.179  0.415  4.160  -0.2601
H  -1.600  -4.712  -6.368  0.5219
C  -0.244  4.698  5.048  -0.3463
H  -0.845  1.070  3.656  0.0288
C  4.159  0.672  3.788  0.5909
H  2.824  -1.247  -6.241  0.3268
H  4.223  1.818  3.549  0.2656
O  0.435  3.781  -0.323  -0.6538
C  -0.060  -2.827  -2.354  -0.0887
H  0.505  -2.810  -3.337  0.0930
H  -2.140  5.410  3.888  0.2031
H  -2.391  -2.639  -6.276  0.3209
O  -0.650  3.318  4.754  -0.1994
C  -2.269  2.577  -4.058  0.3796
H  0.076  3.219  2.136  0.0426
C  -1.945  -4.507  -5.450  -1.4033
C  2.576  -3.134  4.112  0.2423
C  -0.149  1.002  4.359  -0.0063
H  6.465  0.266  4.351  0.2157
C  -3.790  -1.083  -2.605  0.3975
H  -0.610  0.588  5.252  0.3938
H  -2.333  -3.886  -0.854  0.2207
C  3.187  -0.282  -5.708  -1.2921
H  4.740  -0.770  0.134  0.4874
C  3.727  -0.897  0.437  -0.4869
H  4.998  -0.777  4.972  0.2098
H  -2.175  -5.448  -1.418  0.3658
C  -2.782  -3.290  -5.510  -0.2012
O  -3.882  -0.782  -5.054  -0.6704
C  3.498  0.028  1.572  0.5978
O  -2.813  -0.122  2.331  -0.6794
C  -3.614  2.291  -3.608  -0.8638
N  -0.713  -0.200  0.278  1.6209
H  -3.574  -2.008  -1.895  0.0518
O  0.314  -5.154  -2.648  -0.6866
C  5.221  0.247  4.745  -1.3724
H  2.553  3.332  -2.118  0.3217
H  2.848  -1.715  5.691  0.2604

Summary:
Net charge: -2
LUMO energy, eV: 3.7
HOMO energy, eV: 0.74
E, Ha: -2817.053966
Gap between HOMO and LUMO, eV: 3.0
Maximum force, eV/A: 9.85


Below is a 13-piece molecular cluster, H26O13 overall at a distorted geometry, with properties calculated with ωB97M-V/def2-TZVPD.

Each line ends with the Mulliken charge.
Cartesian coordinates (Å):
H  0.101  3.078  -2.579  0.2996
H  1.153  -1.566  -0.069  0.4300
H  -4.123  0.206  2.335  0.3129
H  -1.559  -1.612  -1.416  0.2102
O  -1.528  -2.275  -0.891  -0.3987
H  -0.465  -1.104  1.614  0.2878
O  1.745  1.888  2.690  -0.6518
H  0.949  0.142  -1.112  0.2786
O  1.731  1.621  -4.017  -0.6170
H  -0.660  -1.391  -3.860  0.2656
H  -2.814  -0.273  2.820  0.2536
H  -0.015  -0.154  -3.516  0.2813
H  0.831  -0.941  2.326  0.3231
O  3.263  2.653  0.083  -0.6217
H  -3.781  1.604  -0.106  0.2600
O  0.657  0.023  -0.263  -0.4822
O  -3.217  1.791  -0.846  -0.5277
H  2.062  -2.264  2.690  0.3516
H  2.775  1.823  0.599  0.2321
H  2.662  2.050  2.313  0.3462
O  -0.191  -0.930  -3.176  -0.5326
H  -1.245  -3.074  -1.326  0.2394
O  -0.081  2.338  -2.115  -0.5899
O  2.591  -1.418  2.632  -0.6734
H  2.621  3.098  -0.442  0.3252
H  1.162  0.624  0.157  0.1990
O  -2.306  -3.022  1.210  -0.6361
H  -1.004  2.064  -1.779  0.2810
H  -3.990  1.804  -1.357  0.2810
H  1.749  1.193  3.477  0.3354
H  0.887  -2.542  1.293  0.3170
H  -3.031  -2.259  1.273  0.3510
H  2.701  -1.168  1.711  0.3727
H  2.520  1.122  -3.703  0.2995
O  -0.051  -1.064  2.442  -0.6501
H  1.228  2.213  -3.378  0.2880
H  -1.643  -2.439  1.348  0.2338
O  1.477  -2.242  0.593  -0.7151
O  -3.161  0.401  2.346  -0.5596

Summary:
Net charge: 0
LUMO energy, eV: -0.1
HOMO energy, eV: -10.25
E, Ha: -993.511186
Gap between HOMO and LUMO, eV: 10.2
Maximum force, eV/A: 9.04